[1]
Computed, not measured: 3 unconnected molecules or ions with the total composition C6H17BrNO2 at a distorted geometry, with wB97M-V/def2-TZVPD.

Properties
Lowest unoccupied orbital energy in eV: 2.45
ΔE to the lowest compared entry with this formula, charge and spin in kJ/mol: 80.97
HOMO-LUMO gap in eV: 5.85

```
! RIJCOSX wB97M-V def2-TZVPD def2/J DEFGRID3
* xyz -1 1
Br -22.00 12.31 -4.21
C -25.43 8.33 0.35
C -24.22 7.43 0.35
O -23.09 8.28 0.32
H -26.40 7.86 0.51
H -25.42 8.92 -0.57
H -25.53 8.98 1.22
H -24.18 6.80 -0.54
H -24.07 6.90 1.29
H -23.37 8.92 -0.33
C -25.74 9.12 -10.11
C -24.73 9.25 -11.26
C -25.32 9.44 -12.62
O -24.31 9.58 -13.65
C -24.90 9.50 -14.93
N -23.94 10.38 -10.94
H -26.35 8.24 -10.27
H -26.55 9.83 -9.97
H -25.33 8.98 -9.11
H -24.06 8.40 -11.19
H -26.00 10.30 -12.61
H -26.06 8.65 -12.73
H -24.14 9.93 -15.57
H -25.79 10.11 -15.08
H -25.05 8.46 -15.24
H -23.63 10.32 -9.98
H -24.68 11.08 -10.97
*
```



[2]
Computed, not measured: a molecular structure, C5H8O2, with wB97M-V/def2-TZVPD.

Properties
Lowest unoccupied orbital energy (spin up / spin down) in eV: 0.14 / 0.29
ΔE to the lowest compared entry with this formula, charge and spin in kJ/mol: 667.63
HOMO-LUMO gap (spin up / spin down) in eV: 8.01 / 8.32

```
! RIJCOSX wB97M-V def2-TZVPD def2/J DEFGRID3
* xyz 0 1
C -0.66 -1.38 -1.40
C 0.54 -0.65 -0.85
O 0.78 0.66 -1.36
C 0.40 0.52 -0.01
C 1.14 1.10 1.18
O 0.05 1.90 1.42
C -0.76 1.23 0.62
H -0.90 -2.24 -0.76
H -1.53 -0.72 -1.44
H -0.46 -1.75 -2.41
H 1.45 -1.24 -0.73
H 0.21 -0.22 2.10
H 2.12 1.57 1.23
H -1.80 1.50 0.47
H -0.58 -0.27 1.92
*
```



[3]
Computed, not measured: a molecular structure, C6H10O, with wB97M-V/def2-TZVPD.

Properties
Lowest unoccupied orbital energy in eV: 0.90
ΔE to the lowest compared entry with this formula, charge and spin in kJ/mol: 668.23
HOMO-LUMO gap in eV: 8.03

```
! RIJCOSX wB97M-V def2-TZVPD def2/J DEFGRID3
* xyz 0 1
C 1.84 0.51 -0.87
C 0.28 0.12 0.17
C 0.12 -1.38 0.39
C -1.37 -1.13 -0.01
C -1.05 0.32 -0.48
C -1.17 1.38 0.62
O 0.22 1.10 1.11
H 2.47 0.40 0.02
H 2.12 -0.24 -1.62
H 1.93 1.53 -1.24
H 0.68 -1.99 -0.32
H 0.33 -1.71 1.41
H -2.04 -1.17 0.87
H -1.77 -1.82 -0.76
H 0.52 0.49 -1.04
H -1.89 1.17 1.41
H -1.23 2.44 0.34
*
```



[4]
Computed, not measured: a molecular structure, C16H22N3O4PdS2Si, with wB97M-V/def2-TZVPD.

Properties
Lowest unoccupied orbital energy in eV: 2.53
ΔE to the lowest compared entry with this formula, charge and spin in kJ/mol: 0.00
HOMO-LUMO gap in eV: 7.00

```
! RIJCOSX wB97M-V def2-TZVPD def2/J DEFGRID3
* xyz -1 1
Pd 1.94 1.10 0.91
O 4.55 1.26 3.68
S 3.19 1.25 3.22
O 2.17 1.34 4.25
O 2.94 2.37 2.18
O 2.91 0.02 2.34
C -0.34 -0.46 2.61
Si 0.09 -1.41 1.05
C 1.10 -2.91 1.52
C -1.59 -1.99 0.43
N 0.98 -0.39 -0.04
C 1.37 -0.74 -1.31
C 2.39 -0.04 -1.99
C 2.75 -0.35 -3.30
C 2.11 -1.36 -4.00
C 1.12 -2.08 -3.35
C 0.75 -1.78 -2.04
H -0.81 -1.16 3.30
H -1.08 0.32 2.39
H 0.51 -0.01 3.12
H 0.57 -3.56 2.22
H 2.03 -2.58 1.99
H 1.36 -3.51 0.64
H -2.14 -2.40 1.29
H -1.56 -2.78 -0.33
H -2.18 -1.16 0.02
H 2.93 0.74 -1.46
H 3.54 0.22 -3.77
H 2.39 -1.60 -5.02
H 0.61 -2.89 -3.86
H -0.03 -2.36 -1.58
N 0.18 3.31 2.03
C -0.12 2.77 0.82
S 1.00 2.84 -0.45
N -1.38 2.28 0.73
C -2.09 1.62 -0.30
C -1.52 1.01 -1.41
C -2.33 0.33 -2.31
C -3.70 0.25 -2.12
C -4.27 0.85 -1.01
C -3.47 1.53 -0.10
H 1.19 3.43 2.17
H -0.24 2.87 2.84
H -1.93 2.41 1.57
H -0.45 1.02 -1.55
H -1.86 -0.16 -3.15
H -4.32 -0.29 -2.82
H -5.34 0.79 -0.83
H -3.92 2.00 0.77
*
```



[5]
Computed, not measured: a molecular structure, C23H49N4OP3Ru at a distorted geometry, with wB97M-V/def2-TZVPD.

Properties
Lowest unoccupied orbital energy (spin up / spin down) in eV: -8.00 / -12.07
ΔE to the lowest compared entry with this formula, charge and spin in kJ/mol: 31.03
⟨S²⟩: 8.79
HOMO-LUMO gap (spin up / spin down) in eV: 6.39 / 4.87

```
! RIJCOSX wB97M-V def2-TZVPD def2/J DEFGRID3
* xyz 3 6
Ru -1.21 0.23 0.19
P -1.75 -1.09 1.85
P -1.83 -1.06 -1.51
P -2.87 1.60 0.56
H 3.00 2.03 2.31
C 2.27 2.41 3.03
C 1.74 1.61 3.98
H 2.02 0.55 4.03
C -0.32 -2.17 2.20
C -3.18 -2.23 1.68
C -2.01 -0.34 3.50
C -0.68 -0.80 -2.91
C -1.72 -2.88 -1.31
C -3.49 -0.80 -2.21
C -2.39 2.72 1.93
C -4.53 0.99 1.05
C -3.29 2.75 -0.79
H 2.02 3.48 2.96
H 1.01 1.98 4.71
H 0.52 -1.55 2.52
H -0.02 -2.73 1.30
H -0.55 -2.88 3.00
H -2.88 -3.14 1.15
H -3.99 -1.75 1.12
H -3.55 -2.50 2.67
H -1.20 0.37 3.70
H -1.99 -1.12 4.26
H -2.97 0.18 3.56
H -1.06 0.01 -3.54
H -0.57 -1.71 -3.51
H 0.30 -0.52 -2.50
H -2.71 -3.30 -1.10
H -1.04 -3.14 -0.50
H -1.34 -3.33 -2.23
H -3.45 -0.93 -3.30
H -3.86 0.20 -1.98
H -4.19 -1.54 -1.79
H -2.94 3.66 1.84
H -1.31 2.92 1.89
H -2.62 2.25 2.90
H -5.22 1.84 1.11
H -4.50 0.49 2.03
H -4.90 0.28 0.30
H -4.28 3.18 -0.62
H -3.28 2.22 -1.75
H -2.55 3.56 -0.84
C 0.24 2.59 -1.58
C 0.39 2.61 -2.98
C 0.07 3.77 -3.67
C -0.28 4.92 -2.97
C -0.29 4.94 -1.57
C 0.01 3.77 -0.85
O 0.28 1.36 -0.96
H -0.20 1.40 0.05
H 0.71 1.69 -3.47
H 0.10 3.76 -4.76
H -0.53 5.83 -3.52
H -0.52 5.85 -1.01
H 0.07 3.75 0.24
C 2.36 -2.98 -0.62
N 2.43 -1.50 -0.60
C 3.39 -1.07 -1.65
N 4.74 -1.66 -1.44
C 4.60 -3.13 -1.43
N 3.67 -3.61 -0.37
C 4.18 -3.13 0.94
N 4.29 -1.65 0.98
C 2.96 -1.07 0.70
C 5.22 -1.24 -0.10
H 1.99 -3.30 -1.60
H 1.67 -3.31 0.18
H 3.47 0.02 -1.62
H 3.01 -1.40 -2.63
H 5.59 -3.58 -1.24
H 4.22 -3.45 -2.41
H 3.48 -3.46 1.72
H 5.17 -3.56 1.11
H 3.05 0.03 0.70
H 2.27 -1.39 1.50
H 6.20 -1.71 0.08
H 5.31 -0.14 -0.08
*
```



[6]
Computed, not measured: 2 unconnected molecules or ions with the total composition C2H5NS3 at a distorted geometry, with wB97M-V/def2-TZVPD.

Properties
Lowest unoccupied orbital energy in eV: -1.12
ΔE to the lowest compared entry with this formula, charge and spin in kJ/mol: 452.33
HOMO-LUMO gap in eV: 7.66

```
! RIJCOSX wB97M-V def2-TZVPD def2/J DEFGRID3
* xyz 0 1
C 1.05 -2.07 -0.09
C -0.12 0.72 -0.42
H 1.46 -2.50 -1.21
H -0.08 -2.46 0.19
H 1.75 -2.36 0.97
H -1.93 1.12 0.63
H 0.50 -0.25 2.54
N -1.19 0.15 0.42
S 1.42 -0.30 -0.58
S -0.23 2.08 -1.37
S -1.13 -0.93 1.76
*
```



[7]
Computed, not measured: a single C19H31N3O4 molecule, with wB97M-V/def2-TZVPD.

Properties
Structure (SMILES): C=C(C)CC(=O)N[C@H]1C[C@H]2CC[C@@H]([C@H]1C)N2C(=O)C(C)(C)NC(=O)OC
Lowest unoccupied orbital energy in eV: 0.51
ΔE to the lowest compared entry with this formula, charge and spin in kJ/mol: 6.83
HOMO-LUMO gap in eV: 9.83

```
! RIJCOSX wB97M-V def2-TZVPD def2/J DEFGRID3
* xyz 0 1
C 4.02 7.32 -0.30
C 4.82 6.58 0.47
C 4.81 6.66 1.97
C 5.78 5.59 -0.13
C 5.35 4.13 0.03
O 6.17 3.23 0.09
N 4.01 3.93 0.04
C 3.41 2.61 0.13
C 2.24 2.60 1.13
C 0.90 3.00 0.50
C 0.92 4.36 -0.21
C 1.40 4.04 -1.65
C 1.58 2.51 -1.66
C 2.98 2.04 -1.24
C 4.01 2.28 -2.33
N 0.62 2.11 -0.62
C 0.02 0.90 -0.41
O -0.29 0.54 0.71
C -0.34 0.03 -1.63
C 0.89 -0.76 -2.08
C -1.45 -0.94 -1.23
N -0.81 0.94 -2.69
C -1.20 0.52 -3.92
O -1.06 -0.58 -4.38
O -1.77 1.55 -4.59
C -2.20 1.22 -5.91
H 4.05 7.25 -1.38
H 3.32 8.02 0.14
H 5.79 6.99 2.33
H 4.06 7.35 2.33
H 4.63 5.68 2.40
H 5.91 5.77 -1.20
H 6.77 5.67 0.33
H 3.44 4.75 -0.04
H 4.21 1.98 0.51
H 2.12 1.59 1.53
H 2.48 3.25 1.98
H 0.11 2.92 1.24
H -0.08 4.78 -0.23
H 1.55 5.10 0.31
H 0.64 4.33 -2.38
H 2.32 4.55 -1.93
H 1.32 2.08 -2.62
H 2.90 0.96 -1.08
H 4.08 3.34 -2.59
H 5.00 1.96 -2.00
H 3.75 1.73 -3.23
H 1.33 -1.27 -1.22
H 0.60 -1.50 -2.82
H 1.65 -0.12 -2.53
H -1.10 -1.60 -0.44
H -2.32 -0.39 -0.85
H -1.73 -1.53 -2.09
H -1.15 1.85 -2.41
H -2.64 2.13 -6.31
H -1.36 0.91 -6.53
H -2.94 0.42 -5.89
*
```



[8]
Computed, not measured: a single C4H9N3O4S2 molecule at a distorted geometry, with wB97M-V/def2-TZVPD.

Properties
Lowest unoccupied orbital energy (spin up / spin down) in eV: 0.60 / -3.83
⟨S²⟩: 2.04
HOMO-LUMO gap (spin up / spin down) in eV: 5.39 / 6.89

```
! RIJCOSX wB97M-V def2-TZVPD def2/J DEFGRID3
* xyz 0 3
C 2.21 -1.87 2.75
C 1.05 -1.52 2.25
C 0.07 1.12 -2.56
C -2.17 0.31 -0.07
N 0.73 2.03 -1.96
N -0.63 1.46 -3.77
N -0.33 -0.11 -2.10
O 1.53 1.17 2.51
O -0.74 0.32 2.63
O 0.48 0.30 0.50
O -0.46 -1.79 -0.22
S 0.59 0.16 2.18
S -0.59 -0.41 -0.57
H 2.37 -2.95 2.93
H 2.89 -1.23 3.13
H 0.36 -2.28 2.04
H -2.22 1.27 -0.32
H -2.78 -0.31 -0.80
H -2.62 -0.01 0.94
H 1.11 1.68 -1.01
H -0.17 2.09 -4.27
H -0.67 0.58 -4.21
*
```